No. 1
Formula: C7H16N3
Source: the OMol25 dataset
Level of theory: the ωB97M-V functional and the def2-TZVPD basis

Results
HOMO-LUMO gap (spin up / spin down): 8.2 / 8.5 eV
DFT total energy: -11979.714 eV
F_max: 3.393 eV/A
ΔE to the lowest compared entry with this formula, charge and spin: 355.42 kJ/mol
Total charge: +1

CARTESIAN COORDINATES (ANGSTROEM)
C (-0.415, 2.068, -0.132)
C (1.699, 1.026, -0.431)
C (0.975, -0.288, -0.021)
C (0.384, -0.952, -1.268)
C (2.036, -1.223, 0.610)
C (-2.204, -0.833, 0.461)
C (-1.076, -0.522, 1.447)
N (0.709, 2.045, -0.754)
N (0.121, 0.079, 1.044)
N (-1.411, 2.893, -0.120)
H (2.307, 1.381, 0.408)
H (2.337, 0.856, -1.297)
H (-0.010, -1.936, -1.036)
H (1.163, -1.083, -2.014)
H (-0.407, -0.342, -1.698)
H (1.559, -2.148, 0.922)
H (2.492, -0.756, 1.478)
H (2.803, -1.448, -0.126)
H (-1.978, -1.659, -0.206)
H (-3.094, -1.097, 1.024)
H (-2.416, 0.051, -0.137)
H (-1.461, 0.102, 2.264)
H (-0.760, -1.469, 1.921)
H (1.013, 2.757, -1.422)
H (-1.408, 3.785, -0.611)
H (-2.214, 2.705, 0.462)



No. 2
Formula: C7H16N3
Source: the OMol25 dataset
Level of theory: the ωB97M-V functional and the def2-TZVPD basis

Results
HOMO-LUMO gap: 7.4 eV
DFT total energy: -11979.872 eV
F_max: 4.516 eV/A
ΔE to the lowest compared entry with this formula, charge and spin: 340.22 kJ/mol
Total charge: +1

CARTESIAN COORDINATES (ANGSTROEM)
C (2.361, 1.092, 0.271)
C (1.447, 2.001, 0.002)
C (-1.352, -2.269, -0.592)
C (-0.993, -0.306, -2.196)
C (-0.171, -0.562, 1.705)
C (-0.617, -0.933, -0.799)
C (-0.824, -0.127, 0.386)
N (2.896, 0.746, 1.563)
N (0.759, 3.001, 0.039)
N (-1.406, 1.013, 0.208)
H (2.808, 0.507, -0.585)
H (-1.207, -2.851, 0.325)
H (-2.493, -2.184, -0.626)
H (-1.217, -3.086, -1.367)
H (-1.040, -1.061, -2.881)
H (-0.270, 0.508, -2.488)
H (-2.062, 0.115, -2.082)
H (-0.701, -0.032, 2.523)
H (0.903, -0.333, 1.698)
H (-0.357, -1.634, 1.678)
H (0.510, -1.143, -0.803)
H (3.819, 0.356, 1.583)
H (-0.235, 2.893, -0.091)
H (-1.611, 1.373, -0.679)
H (2.899, 1.490, 2.208)
H (-1.848, 1.425, 0.998)



No. 3
Formula: C7H16N3P
Source: the OMol25 dataset
Level of theory: the ωB97M-V functional and the def2-TZVPD basis

Results
HOMO-LUMO gap: 9.0 eV
DFT total energy: -21271.882 eV
F_max: 5.511 eV/A
ΔE to the lowest compared entry with this formula, charge and spin: 501.39 kJ/mol
Total charge: 0

CARTESIAN COORDINATES (ANGSTROEM)
C (-0.902, -3.104, 1.242)
C (-0.468, -1.732, 0.981)
C (0.012, -0.713, 0.578)
P (-0.196, 0.819, -0.229)
N (-0.117, 0.745, -1.841)
N (-1.582, 1.273, 0.386)
C (-2.048, 1.687, 1.794)
C (-2.725, 1.300, -0.629)
H (-0.073, -3.686, 1.801)
H (-1.657, -3.003, 1.984)
H (-1.055, -3.623, 0.230)
H (0.915, 1.492, 0.225)
H (0.470, 1.191, -2.575)
H (-2.557, 0.942, 2.253)
H (-1.064, 1.702, 2.403)
H (-2.670, 2.596, 1.621)
H (-2.940, 2.439, -0.754)
H (-2.371, 0.992, -1.638)
H (-3.537, 0.764, -0.212)
C (2.822, 0.084, 0.298)
N (3.460, 0.348, -0.778)
C (3.304, -0.467, -1.943)
H (3.105, 0.755, 1.163)
H (2.031, -0.709, 0.226)
H (3.205, 0.154, -2.788)
H (4.161, -1.042, -2.177)
H (2.478, -1.206, -1.619)



No. 4
Formula: C7H16N4OPdS
Source: the OMol25 dataset
Level of theory: the ωB97M-V functional and the def2-TZVPD basis

Results
HOMO-LUMO gap (spin up / spin down): 7.5 / 7.5 eV
DFT total energy: -29826.739 eV
F_max: 0.795 eV/A
Total charge: +2

CARTESIAN COORDINATES (ANGSTROEM)
Pd (-0.423, -0.338, 0.080)
N (-1.149, -2.101, -0.703)
C (-0.069, -2.818, -1.446)
C (0.620, -1.868, -2.409)
N (1.200, -0.742, -1.657)
H (-1.530, -2.695, 0.029)
H (-1.915, -1.893, -1.341)
H (-0.493, -3.666, -1.984)
H (0.636, -3.205, -0.708)
H (-0.110, -1.461, -3.111)
H (1.364, -2.415, -2.990)
H (1.421, 0.026, -2.280)
H (2.072, -1.017, -1.217)
C (-3.214, 0.744, -0.960)
O (-1.798, 0.811, -1.284)
H (-3.750, 1.532, -1.483)
H (-3.363, 0.840, 0.114)
H (-3.583, -0.217, -1.309)
H (-1.579, 1.730, -1.469)
S (0.699, -1.286, 1.989)
C (1.065, 0.348, 2.166)
N (1.856, 0.867, 3.137)
C (2.122, 2.187, 3.218)
C (1.580, 3.040, 2.295)
C (0.760, 2.480, 1.313)
N (0.511, 1.182, 1.259)
H (2.250, 0.229, 3.823)
H (2.763, 2.503, 4.030)
H (1.772, 4.101, 2.331)
H (0.286, 3.103, 0.565)



No. 5
Formula: C7H16NO
Source: the OMol25 dataset
Level of theory: the ωB97M-V functional and the def2-TZVPD basis

Results
HOMO-LUMO gap: 11.3 eV
DFT total energy: -11047.814 eV
F_max: 5.213 eV/A
ΔE to the lowest compared entry with this formula, charge and spin: 196.18 kJ/mol
Total charge: +1

CARTESIAN COORDINATES (ANGSTROEM)
C (1.753, 1.197, -0.869)
C (1.116, 0.116, -0.583)
C (1.529, -0.999, 0.244)
C (2.675, -0.668, 1.252)
N (-0.342, -0.029, -1.059)
C (-1.447, -0.084, -0.099)
C (-1.163, 0.820, 1.149)
C (-2.660, 0.287, -0.934)
O (-1.587, -1.459, 0.241)
H (1.380, 2.073, -1.384)
H (2.754, 1.192, -0.560)
H (1.798, -1.844, -0.518)
H (0.630, -1.422, 0.655)
H (2.296, -0.019, 1.982)
H (3.604, -0.329, 0.708)
H (3.070, -1.682, 1.578)
H (-0.486, 0.824, -1.632)
H (-0.319, -0.991, -1.478)
H (-0.700, 0.227, 1.923)
H (-2.159, 1.148, 1.595)
H (-0.542, 1.637, 1.023)
H (-2.850, -0.277, -1.778)
H (-3.522, 0.605, -0.366)
H (-2.247, 1.279, -1.332)
H (-2.581, -1.602, 0.243)



No. 6
Formula: C7H16NO2
Source: the OMol25 dataset
Level of theory: the ωB97M-V functional and the def2-TZVPD basis

Results
HOMO-LUMO gap (spin up / spin down): 4.3 / 4.1 eV
DFT total energy: -13088.971 eV
F_max: 3.832 eV/A
ΔE to the lowest compared entry with this formula, charge and spin: 336.71 kJ/mol
Total charge: +1
Spin multiplicity: 3

CARTESIAN COORDINATES (ANGSTROEM)
C (0.401, -2.683, 0.637)
C (-0.217, -1.565, 0.915)
C (-2.422, -0.075, -0.636)
C (1.418, 2.079, 0.189)
C (-1.251, 0.712, -0.045)
C (1.281, 0.600, 0.545)
C (0.055, -0.087, -0.090)
N (0.446, -0.513, -1.451)
O (-1.445, 1.021, 1.310)
O (2.393, -0.149, 0.065)
H (0.262, -3.549, 1.264)
H (1.088, -2.820, -0.183)
H (-0.866, -1.343, 1.737)
H (-2.284, -0.270, -1.695)
H (-3.336, 0.504, -0.529)
H (-2.550, -1.019, -0.112)
H (0.593, 2.639, 0.618)
H (2.338, 2.467, 0.618)
H (1.454, 2.233, -0.887)
H (-1.125, 1.645, -0.624)
H (1.195, 0.507, 1.631)
H (-0.019, -1.379, -1.737)
H (1.476, -0.658, -1.340)
H (0.274, 0.231, -2.139)
H (-2.358, 1.303, 1.459)
H (3.200, 0.169, 0.480)